# 1
This record from the Open Molecules 2025 dataset describes a 3-piece molecular cluster, C4H13NO2 overall at a distorted geometry. The level of theory is the ωB97M-V functional and the def2-TZVPD basis.

HOMO	-0.330	Ha
SMILES string	C=CCCN.O.O
energy	-365.36153	hartree

Atoms and positions in Å:
C -0.0258 -1.1085 1.0291
C -0.0780 -0.3136 -0.2453
C -1.3888 0.4201 -0.3656
C -1.5452 1.5389 0.3935
N 1.2340 -1.8413 1.2273
H -0.8635 -1.8492 1.0421
H -0.1403 -0.4260 1.8423
H -0.1551 -1.0713 -1.0361
H 1.0073 0.1666 -0.5624
H -2.1202 -0.1012 -0.9839
H -0.7034 1.8315 1.0390
H -2.3046 2.2768 0.3896
H 1.2101 -2.7975 0.8693
H 1.9994 -1.3759 0.7799
H -0.6034 -3.7875 -3.3915
H -1.7023 -2.9557 -2.9593
O -0.7912 -2.9947 -3.0044
H 1.5065 3.6637 1.1497
H 2.8595 4.2962 1.0806
O 1.9910 4.4693 1.4144

# 2
This record from the Open Molecules 2025 dataset describes one molecule with the formula C4H6N2O at a distorted geometry. The level of theory is the ωB97M-V functional and the def2-TZVPD basis.

HOMO	-0.322	Ha
SMILES string	[H]/N=C(\C)[N+]([O-])=C=C
energy	-340.60164	hartree

Atoms and positions in Å:
C -1.6110 -0.4600 -0.3442
C 1.1168 0.4860 0.7941
C -0.3024 0.0290 -0.8748
C 1.8347 -0.1025 1.6921
N 0.3028 1.0908 0.0355
N 0.2680 -0.1556 -1.9723
O 0.1266 2.2991 -0.2572
H -0.2298 -0.7433 -2.6339
H -2.1229 -1.0837 -1.0759
H -1.4584 -1.0466 0.5600
H -2.2423 0.3917 -0.1001
H 2.8177 -0.4892 1.4647
H 1.5002 -0.2157 2.7121

> Which of these has the lowest energy?

C4H13NO2